No. 1
Formula: C4H14N2O
Source: OMol25
Level of theory: wB97M-V/def2-TZVPD

Positions of all 21 atoms, in Å:
O 2.343 0.414 -2.530
N -0.683 2.061 -0.219
N -0.277 -0.888 0.335
C 0.101 0.132 1.265
C -0.671 1.434 1.094
C -1.600 -1.009 -0.243
C 0.347 -2.169 0.599
H -0.120 2.903 -0.240
H -0.325 1.447 -0.937
H -1.507 -1.395 -1.247
H 1.185 0.193 1.356
H -0.426 2.141 1.884
H -1.698 1.149 1.358
H -0.049 -2.886 -0.110
H 2.902 0.835 -1.861
H -2.267 -1.657 0.342
H 1.687 -0.073 -2.008
H -0.143 -0.135 2.326
H 1.418 -2.069 0.433
H -2.051 -0.032 -0.402
H 0.145 -2.529 1.624

Forces on the atoms, in the same order (eV/Å):
O -0.04 0.01 0.50
N 0.34 0.39 -0.04
N 0.61 -0.26 -0.94
C -0.74 0.06 1.66
C -0.55 -0.40 0.04
C 0.05 0.54 0.40
C -0.21 0.51 -0.01
H -0.05 -0.14 0.01
H 0.02 -0.11 0.00
H 0.04 -0.53 -0.27
H 0.29 0.34 -0.74
H 0.42 0.11 -0.13
H -0.07 0.10 -0.15
H 0.07 -0.25 -0.06
H -0.16 -0.12 -0.27
H -0.13 0.13 -0.03
H 0.13 0.09 -0.14
H -0.19 -0.26 -0.25
H 0.22 -0.23 0.22
H -0.15 0.05 0.34
H 0.11 -0.02 -0.14

Output
energy above the lowest of the compared OMol25 structures with the same formula, charge and spin = 1.761 eV
HOMO level = -8.313 eV
Kohn-Sham gap = 9.0 eV
F_max = 1.815 eV/A
E_tot = -9401.8457 eV
LUMO = 0.72 eV

Atom charges from the Löwdin analysis, given in e for atoms 1 to 4:
1. O -0.066
2. N 0.004
3. N -0.293
4. C -0.241

No. 2
Formula: C32H52BClHfN7O5S
Source: OMol25
Level of theory: wB97M-V/def2-TZVPD

Positions of all 100 atoms, in Å:
Hf -0.922 -1.298 0.311
Cl 0.200 -3.328 2.215
S -3.508 -0.555 0.197
O -0.342 -2.500 -1.714
O 1.472 -3.778 2.609
O 0.040 -3.403 0.733
O -0.859 -4.029 2.833
O 0.045 -1.866 2.409
N -0.194 1.349 -1.190
N 1.300 -0.879 -0.036
N 1.664 0.429 0.239
N -1.045 0.370 1.726
N -0.382 1.537 1.390
N -2.532 -2.927 0.089
N -0.947 0.200 -1.395
C -2.362 -0.598 -3.480
C 2.931 -3.025 -2.111
C -0.376 2.196 -2.227
C -3.142 -1.796 -2.957
C 3.949 1.673 0.525
C 0.315 3.486 -2.646
C -4.921 -2.953 0.161
C -1.287 1.602 -3.080
C -2.489 -0.343 3.783
C 0.633 4.103 3.673
C -2.530 -4.271 -0.021
C -1.571 -0.708 4.963
C -0.324 3.944 2.485
C -3.705 -2.267 0.154
C 0.881 3.276 -4.063
C 0.123 4.755 1.282
C 4.720 1.987 -0.764
C 2.441 -1.588 -0.155
C -1.414 -1.049 -4.608
C 3.731 -3.718 0.168
C 3.008 0.512 0.300
C -0.704 2.490 2.296
C 1.433 4.065 -1.795
C -1.597 0.356 -2.569
C -1.555 1.915 3.220
C -3.690 -5.001 -0.059
C -4.908 -4.324 0.049
C 2.614 -3.017 -0.608
C -1.731 0.593 2.865
C 3.518 -0.752 0.065
C 3.398 2.937 1.161
C -3.165 -1.583 3.215
B 0.584 1.558 0.154
H 1.711 -3.590 -0.424
H 4.561 -1.017 0.049
H -1.644 2.000 -4.014
H -0.750 -1.345 4.639
H 1.169 4.579 1.049
H 2.243 3.347 -1.676
H -0.150 -2.047 -2.543
H -5.839 -4.877 0.043
H 4.676 1.257 1.229
H 4.049 2.326 -1.552
H 0.124 2.987 -4.788
H -3.647 -6.075 -0.155
H 3.776 -4.769 -0.119
H -3.504 -2.361 -3.818
H 1.651 2.502 -4.048
H -0.675 -1.779 -4.259
H 2.173 -2.504 -2.700
H -1.273 4.380 2.809
H -4.005 -1.489 -2.374
H 0.824 5.162 3.851
H -3.443 -2.242 4.038
H 5.254 1.112 -1.133
H 3.881 -2.522 -2.299
H -1.147 0.183 5.426
H -0.485 4.541 0.402
H 1.102 4.386 -0.818
H -3.096 0.063 -3.948
H -0.869 -0.215 -5.046
H 0.206 3.678 4.580
H -1.983 -1.543 -5.395
H 1.112 2.603 0.136
H 2.907 3.576 0.430
H -2.536 -2.475 -2.362
H -2.145 -1.245 5.718
H 0.018 5.816 1.512
H -3.284 0.289 4.188
H 2.692 2.704 1.953
H -1.995 2.410 4.070
H -5.841 -2.391 0.240
H 4.220 3.508 1.594
H 1.588 3.616 3.495
H 3.566 -3.662 1.243
H 3.015 -4.050 -2.477
H -2.514 -2.173 2.572
H -0.482 4.232 -2.716
H 1.838 4.937 -2.309
H -1.566 -4.751 -0.072
H 4.701 -3.275 -0.057
H 0.294 -3.220 -1.624
H 1.340 4.201 -4.411
H -4.062 -1.333 2.654
H 5.448 2.777 -0.576

Forces on the atoms, in the same order (eV/Å):
Hf -0.31 -0.84 -0.61
Cl -0.16 -0.09 0.06
S 0.41 0.01 -0.13
O -0.18 -0.06 0.32
O 0.07 0.14 -0.09
O -0.15 0.07 0.06
O 0.07 -0.03 0.05
O -0.29 -0.15 -0.06
N -0.11 0.06 0.03
N 0.11 0.37 0.16
N 0.01 0.02 0.01
N 0.44 0.38 0.12
N -0.11 0.12 -0.05
N -0.17 -0.21 0.21
N 0.25 0.26 0.03
C 0.00 0.00 0.01
C 0.01 -0.03 0.01
C 0.07 -0.05 -0.11
C -0.04 0.00 0.06
C -0.02 -0.01 0.07
C -0.01 0.00 0.03
C 0.03 0.05 -0.01
C 0.00 0.01 0.00
C 0.08 -0.02 0.01
C -0.03 0.01 -0.01
C 0.00 0.04 0.01
C -0.01 -0.03 -0.01
C -0.10 0.03 -0.08
C -0.11 -0.01 -0.09
C -0.01 0.01 0.01
C -0.04 -0.01 0.08
C -0.01 -0.01 0.01
C 0.03 -0.06 -0.03
C 0.00 0.02 0.04
C 0.04 0.03 -0.02
C 0.04 -0.04 -0.08
C 0.01 -0.03 0.04
C 0.03 0.00 -0.04
C 0.00 -0.02 -0.02
C 0.01 -0.02 0.02
C -0.05 0.00 -0.01
C 0.03 -0.04 0.00
C -0.07 -0.03 -0.07
C -0.12 -0.01 -0.02
C 0.01 0.01 0.02
C 0.01 0.07 0.03
C -0.03 -0.01 0.09
B 0.02 0.05 0.03
H 0.08 0.06 -0.04
H 0.00 0.00 0.00
H 0.00 0.00 -0.01
H -0.01 0.00 0.01
H 0.02 -0.01 0.04
H 0.00 0.01 -0.02
H 0.04 0.15 0.08
H 0.00 0.00 0.00
H 0.00 0.01 0.02
H -0.02 0.01 -0.02
H -0.01 0.00 0.00
H 0.00 0.00 0.00
H 0.00 0.00 0.00
H -0.02 0.01 0.00
H 0.00 0.00 0.00
H 0.01 -0.02 -0.06
H 0.03 0.01 -0.01
H -0.01 0.02 -0.03
H 0.01 0.01 0.03
H -0.01 0.00 0.00
H 0.00 0.01 0.03
H 0.00 0.00 0.00
H 0.00 0.00 -0.01
H 0.00 0.01 -0.01
H -0.01 0.00 0.04
H 0.05 -0.01 -0.15
H 0.01 -0.02 -0.05
H 0.00 0.00 0.01
H 0.01 0.00 0.00
H 0.00 -0.01 0.00
H -0.04 -0.08 0.00
H 0.03 -0.01 0.04
H -0.05 0.02 -0.04
H 0.00 0.00 0.00
H 0.00 0.00 0.00
H 0.00 -0.02 0.02
H -0.05 0.02 0.07
H 0.01 -0.01 0.01
H 0.00 -0.01 -0.01
H 0.00 0.00 0.00
H 0.08 -0.04 -0.05
H 0.00 0.00 -0.02
H 0.00 0.00 -0.01
H 0.05 -0.05 0.02
H 0.00 0.00 0.02
H 0.01 0.00 -0.02
H 0.01 0.00 0.01
H 0.01 0.00 0.00
H 0.06 -0.01 0.00
H 0.00 0.00 0.00
H 0.04 -0.02 0.05
H 0.00 0.00 0.00

Output
energy above the lowest of the compared OMol25 structures with the same formula, charge and spin = 0.324 eV
total charge = +1
HOMO level = -10.612 eV
Kohn-Sham gap = 7.8 eV
F_max = 1.078 eV/A
E_tot = -80031.8183 eV
LUMO = -2.85 eV

Atom charges from the Löwdin analysis, given in e for atoms 1 to 4:
1. Hf 1.691
2. Cl 0.750
3. S 0.719
4. O -0.085

No. 3
Formula: C34H31N7STeV
Source: OMol25
Level of theory: wB97M-V/def2-TZVPD

Positions of all 75 atoms, in Å:
Te 1.816 2.303 -0.080
V 0.249 -0.042 -0.183
S -1.803 1.127 -6.346
N -0.608 -0.117 3.772
N -5.161 4.175 -6.186
N -0.479 0.596 -2.046
N -0.600 0.158 1.590
N 1.754 -1.073 1.088
N -0.146 -1.974 -0.643
N 0.436 -4.098 -0.636
C 3.777 4.191 -3.325
C -2.126 -2.228 -2.234
C -0.661 -4.009 -1.497
C -5.418 2.875 -6.112
C -4.421 1.904 -6.152
C 5.130 4.351 -3.578
C -4.053 1.253 3.577
C -2.951 0.753 4.240
C 1.818 -2.527 0.760
C -1.495 1.436 -2.336
C -3.111 2.339 -6.272
C -2.830 3.690 -6.378
C 0.091 -0.258 2.655
C -1.028 -2.664 -1.498
C -1.341 -4.972 -2.230
C 6.067 3.654 -2.828
C -1.860 0.423 3.450
C 3.356 3.322 -2.325
C -4.066 1.409 2.182
C 0.694 -2.887 -0.156
C 1.491 -0.757 2.521
C -2.417 -4.527 -2.969
C -0.259 0.128 -4.387
C -1.855 0.585 2.066
C 3.841 1.682 -0.483
C 4.297 2.626 -1.571
C 0.138 -0.012 -3.087
C -1.342 0.979 -4.687
C -3.904 4.574 -6.327
C -1.947 1.653 -3.614
C 1.884 3.124 -2.063
C -2.806 -3.179 -2.968
C -2.973 1.077 1.406
C 5.653 2.796 -1.822
H -2.441 -1.193 -2.223
H -4.931 1.527 4.146
H -3.741 5.642 -6.408
H 0.965 -0.674 -2.847
H 3.852 0.641 -0.811
H -2.766 2.339 -3.778
H -1.053 -6.014 -2.220
H 2.766 -2.744 0.264
H 0.940 -4.946 -0.416
H -2.984 -5.237 -3.556
H 2.669 -0.688 0.872
H -3.667 -2.883 -3.551
H -6.460 2.590 -6.023
H 1.788 -3.139 1.663
H 7.123 3.792 -3.015
H 3.049 4.751 -3.899
H -4.668 0.852 -6.108
H 4.429 1.787 0.427
H 6.388 2.269 -1.226
H -3.001 1.185 0.330
H 5.454 5.034 -4.351
H -1.819 4.051 -6.511
H 1.415 2.421 -2.750
H -1.959 1.948 -1.502
H -0.297 -0.360 4.702
H 1.325 4.058 -2.059
H -4.957 1.796 1.709
H 2.182 0.023 2.850
H 1.663 -1.624 3.161
H -2.943 0.624 5.314
H 0.261 -0.402 -5.174

Forces on the atoms, in the same order (eV/Å):
Te 0.14 -0.08 -0.21
V -0.06 0.02 0.07
S 0.03 0.11 0.11
N 0.02 -0.02 0.02
N -0.16 0.12 0.01
N -0.07 0.03 0.16
N -0.01 -0.05 -0.21
N 0.13 0.01 0.08
N 0.29 0.17 -0.10
N 0.03 -0.09 0.07
C 0.01 0.01 -0.03
C 0.03 0.03 0.03
C -0.12 0.16 -0.06
C 0.15 -0.05 -0.01
C -0.13 0.06 -0.01
C -0.03 0.00 0.00
C 0.02 -0.01 0.02
C 0.01 -0.01 0.05
C -0.05 -0.03 -0.01
C 0.06 -0.04 -0.02
C 0.02 -0.23 0.01
C 0.03 0.11 -0.01
C -0.06 0.05 0.04
C -0.01 -0.09 0.03
C 0.05 -0.07 0.03
C 0.00 -0.02 0.02
C -0.01 0.02 -0.11
C 0.05 -0.04 0.06
C -0.01 0.00 0.02
C -0.03 -0.01 -0.09
C -0.07 -0.02 0.01
C -0.02 0.00 -0.01
C 0.00 0.16 0.04
C -0.02 -0.01 0.15
C -0.02 -0.01 0.05
C -0.06 0.05 -0.04
C -0.13 -0.22 -0.03
C 0.01 0.08 -0.18
C 0.06 -0.15 0.00
C -0.01 0.01 0.04
C -0.05 -0.01 0.02
C 0.01 0.02 0.01
C 0.02 0.00 -0.08
C 0.03 0.00 -0.01
H -0.03 -0.02 -0.03
H -0.01 0.00 -0.01
H 0.01 0.01 0.00
H 0.00 0.01 -0.02
H 0.00 0.00 0.02
H 0.00 0.00 -0.01
H 0.00 0.00 0.00
H 0.02 0.01 0.03
H 0.00 0.01 0.02
H 0.00 0.00 0.00
H -0.02 0.00 -0.01
H 0.00 0.00 0.00
H -0.01 0.00 0.00
H -0.01 0.03 0.02
H 0.00 0.00 0.00
H 0.00 0.00 0.00
H 0.00 0.00 0.00
H -0.03 0.00 0.02
H 0.00 0.00 0.00
H -0.02 0.01 0.01
H 0.00 0.00 0.00
H 0.00 -0.01 0.00
H -0.02 0.01 0.01
H 0.00 0.01 0.01
H 0.01 0.00 0.00
H -0.01 -0.01 0.03
H 0.00 0.00 -0.01
H 0.01 0.00 -0.02
H 0.01 0.00 0.00
H -0.02 0.01 0.00
H 0.03 0.00 0.01

Output
spin multiplicity = 3
energy above the lowest of the compared OMol25 structures with the same formula, charge and spin = 0.000 eV
total charge = +3
HOMO level (alpha / beta) = -15.610 / -15.610 eV
Kohn-Sham gap (alpha / beta) = 5.4 / 6.5 eV
⟨S²⟩ = 2.03
F_max = 0.354 eV/A
E_tot = -89986.3367 eV
LUMO (alpha / beta) = -10.17 / -9.16 eV

Atom charges from the Löwdin analysis, given in e for atoms 1 to 4:
1. Te 1.445
2. V 0.838
3. S 1.116
4. N 0.227

No. 4
Formula: C20H25NO3
Source: OMol25
Level of theory: wB97M-V/def2-TZVPD

Positions of all 49 atoms, in Å:
O 3.654 0.175 0.475
O 0.253 0.764 2.446
O 2.134 -0.175 2.194
N -0.678 -1.457 -1.494
C -2.663 3.612 1.443
C 0.542 5.583 1.434
C -0.756 1.677 2.066
C 1.470 4.491 1.523
C -2.095 1.397 2.135
C 4.494 -1.254 3.766
C 3.493 -2.321 3.350
C -1.279 3.956 1.587
C 0.371 -0.867 0.642
C -1.373 -0.615 -3.637
C 1.084 0.234 1.415
C -0.784 5.274 1.427
C 3.296 -0.357 1.542
C -3.034 2.321 1.755
C -0.298 2.936 1.756
C 4.092 -1.478 2.286
C 0.594 -2.168 -3.378
C -0.747 -1.785 -2.887
C 0.346 -0.592 -0.831
C 1.085 3.237 1.859
H -0.798 0.241 -3.308
H -4.074 1.943 1.742
H 1.411 1.009 0.748
H 1.371 -1.386 -3.580
H 0.118 0.554 -0.977
H 2.477 4.693 1.367
H -1.600 -1.289 -1.116
H 5.360 -1.628 4.320
H -3.344 4.296 1.044
H 1.063 -2.906 -2.810
H -2.398 -0.363 -3.292
H 0.860 -1.795 0.864
H 1.355 -0.663 -1.171
H -1.454 -0.777 -4.735
H 0.441 -2.581 -4.395
H 1.811 2.441 2.075
H -0.638 -1.060 1.063
H 4.946 -1.913 1.768
H 3.694 -3.343 3.451
H 2.545 -2.312 3.744
H 0.862 6.561 1.419
H -1.454 6.016 1.099
H -1.528 -2.620 -2.912
H -2.514 0.491 2.571
H 4.216 -0.265 4.077

Forces on the atoms, in the same order (eV/Å):
O -1.34 -1.33 3.00
O -1.54 0.32 -0.15
O 1.78 -0.85 -0.18
N 1.13 0.02 2.13
C 1.62 -1.43 0.58
C -0.50 -3.40 0.11
C 0.71 -2.00 0.51
C -0.97 0.99 0.81
C 0.69 -1.61 0.82
C -0.63 -0.61 -0.06
C 0.90 1.31 0.51
C 0.25 -0.22 -1.14
C -0.55 -0.38 0.94
C -0.68 0.13 -0.45
C -2.39 0.90 0.34
C 0.25 -0.21 -0.45
C 2.13 -1.00 -1.38
C -1.37 1.15 -0.46
C -0.50 1.25 1.17
C 1.23 0.70 -0.24
C 0.57 0.40 -3.20
C -1.95 0.34 0.66
C -2.30 1.89 -0.97
C -0.06 -0.15 -0.99
H 0.36 0.54 -0.76
H 0.57 0.72 -0.13
H 0.10 0.48 -0.47
H -1.01 -0.02 0.61
H 0.19 -1.72 0.21
H 1.78 0.41 0.15
H 0.16 0.21 0.17
H 0.30 0.23 -1.14
H -0.98 1.16 -0.20
H 0.57 -1.28 1.13
H 0.41 -0.58 -0.02
H 0.54 -0.66 -0.14
H 0.55 -0.63 -0.89
H 0.42 0.40 0.63
H 0.20 -0.08 0.38
H -0.42 0.69 -0.18
H 0.36 0.63 -0.27
H -0.67 0.11 -0.59
H 1.59 -1.30 -0.26
H -2.62 1.26 0.11
H 0.75 1.96 -0.51
H -1.02 1.04 0.27
H 1.43 0.48 -0.31
H 0.70 -0.22 -0.34
H -0.74 -0.06 0.65

Output
energy above the lowest of the compared OMol25 structures with the same formula, charge and spin = 5.771 eV
HOMO level = -8.220 eV
Kohn-Sham gap = 8.7 eV
F_max = 3.545 eV/A
E_tot = -28774.9962 eV
LUMO = 0.49 eV

Atom charges from the Löwdin analysis, given in e for atoms 1 to 4:
1. O 0.096
2. O -0.003
3. O 0.067
4. N -0.052